The following is a quantum chemistry calculation of a molecular structure, C4H7N3O in a non-equilibrium geometry, from the OMol25 dataset.

## Properties
Net charge: 0
Molecular weight: 113.12 g/mol

```
15
Properties=species:S:1:pos:R:3:lowdin_charge:R:1
C -0.36316 1.37847 0.03536 -0.295
H -0.36868 -2.21953 0.20118 -0.052
N -1.30285 -2.06423 0.16783 0.087
O -1.46524 1.93691 0.22252 0.001
H 1.12983 0.57549 1.78614 0.231
H 2.25526 -0.95571 1.21648 0.064
H 1.91028 1.28052 -0.83396 0.091
C 2.04611 0.21502 -0.50712 -0.165
C -1.53301 -0.76671 -0.16692 -0.160
H -2.67430 -0.45983 -0.27384 0.155
H 0.68422 1.96109 -0.08664 0.144
N -0.38659 0.05251 -0.48618 -0.050
N 0.89686 -0.77871 -0.18937 -0.005
C 1.76935 -0.15957 0.81427 -0.187
H 2.81768 -0.14754 -1.28904 0.140
```



The following is a quantum chemistry calculation of a molecular structure, C4H6O2, from the OMol25 dataset.

## Properties
Net charge: 0
Molecular weight: 86.09 g/mol

```
12
Properties=species:S:1:pos:R:3:lowdin_charge:R:1
H 2.20821 0.19182 1.59205 0.039
O 2.74672 0.08237 0.79949 -0.071
O 0.72204 1.44051 -0.85778 0.086
C 0.09458 -0.83373 -0.06388 -0.003
H -1.87141 -1.72726 0.46417 0.107
H 2.33394 0.68581 0.15956 0.009
C -0.04451 0.54881 -0.57938 -0.397
C -1.23883 -0.94267 0.06517 -0.021
H 0.96496 -1.43558 0.16229 0.103
C -1.58949 0.42806 -0.49680 -0.074
H -2.11838 0.43881 -1.45502 0.110
H -2.07244 1.12910 0.19187 0.111
```



The following is a quantum chemistry calculation of a single C2H8NO2P molecule in a non-equilibrium geometry, from the OMol25 dataset.

## Properties
Net charge: 0
Molecular weight: 109.06 g/mol

```
14
Properties=species:S:1:pos:R:3:lowdin_charge:R:1
H -0.28958 0.09302 2.28704 0.034
H 0.87699 -1.63292 -1.66950 -0.001
O -0.81504 1.96173 -0.34673 -0.077
N 0.48490 1.37926 -0.07482 -0.254
H 0.10890 -0.10659 -2.05835 0.043
O 2.43417 -0.51095 0.77094 -0.512
H -0.93264 -1.47053 -1.22244 0.106
H 0.88789 2.08724 0.57897 0.128
H -1.48920 -0.31727 0.98978 -0.005
P 0.72033 -0.22965 0.22407 0.732
C 0.14538 -0.97306 -1.37190 -0.166
H -0.93351 1.87464 -1.27473 0.058
C -0.59889 -0.49541 1.46135 -0.191
H -0.59970 -1.65951 1.70633 0.104
```



The following is a quantum chemistry calculation of a molecular structure, C22H31AsI2N9O3PSSc, from the OMol25 dataset.

## Properties
Net charge: +3
Molecular weight: 906.28 g/mol

```
71
Properties=species:S:1:pos:R:3:lowdin_charge:R:1
C 3.89347 1.42012 2.20301 -0.004
H 2.67193 -1.72020 -5.45948 0.060
I -2.86545 0.83599 3.97332 1.100
H 5.24700 -0.79800 -4.06904 0.060
H 2.71794 1.57839 -2.74584 0.044
H 0.92828 4.29698 -0.58171 0.134
H -1.02048 4.95654 -4.57484 0.136
H 0.73785 -4.62045 1.08971 0.118
N 2.64938 -3.75265 1.39046 0.153
H -1.79691 -2.20080 2.92578 0.094
H 3.46775 0.73678 0.19460 0.083
H -3.65360 -2.37345 -4.31163 0.133
H -0.59953 1.75345 5.85825 0.091
C -2.52630 -0.68279 -3.61585 0.034
H 3.22742 -4.58503 1.25676 0.179
C 2.27282 -2.03835 -4.49693 -0.225
O 1.58773 -1.80604 3.16856 -0.286
N -0.27377 3.67807 -2.58007 0.199
N 0.75122 3.30425 -0.59002 0.209
H -1.92204 3.66580 -5.32424 0.133
P 0.54593 -2.46514 2.33473 0.479
C 1.27518 1.78768 4.86137 -0.668
C 4.85137 -1.00922 -3.07613 -0.227
C -0.83309 1.23653 3.77803 -0.644
C -0.22707 1.08844 2.55724 -0.426
H -0.76288 -2.53509 5.51846 0.178
C 2.46907 0.91904 -3.57596 -0.220
H 5.13642 -2.01454 -2.77320 0.050
H 3.09628 -3.13369 2.08089 0.153
C 0.00282 2.83907 -1.59988 -0.423
H 3.97816 1.99876 4.25664 0.081
C 1.95590 1.58292 3.62298 -0.195
C -0.93982 -2.66763 3.41087 -0.141
H 1.40297 0.96783 -3.79063 0.029
C 1.26883 -4.10010 1.88325 -0.152
Sc 0.09187 -0.06830 -0.05491 0.859
S 2.11339 -1.44924 -1.22039 0.233
H -1.18229 -3.70655 3.62698 0.119
H -2.97506 -3.79579 -2.37497 0.126
C -1.70037 -0.22179 -2.60778 -0.186
N -1.50320 1.92391 -3.62326 0.201
N -0.67312 -1.93616 4.69672 0.149
C 3.05845 1.00622 1.16023 -0.116
O -0.84051 0.79361 1.41798 -0.211
H 4.95723 1.50656 2.03411 0.124
C 1.19335 1.21730 2.50059 -0.179
C 3.34839 1.69625 3.43002 0.008
N -0.39252 1.52870 -1.56821 0.076
H 3.03128 1.21523 -4.46131 0.062
H 2.58055 -3.06119 -4.29016 0.053
C -1.79029 -2.24128 -1.50551 -0.096
N -1.32786 3.99735 -4.58273 0.225
C -2.62395 -2.77819 -2.46998 -0.006
H -1.46890 -2.82180 -0.65184 0.104
I 2.30029 2.34693 6.58180 1.036
H -1.33508 -1.14803 4.79807 0.036
C -0.07778 1.60234 4.92178 -0.215
H -2.79320 -0.02111 -4.42621 0.127
H 0.80183 2.80662 0.28278 0.077
C -1.17386 1.17247 -2.61690 -0.289
H 1.18621 -1.97514 -4.50219 0.041
H 5.23806 -0.28465 -2.36232 0.048
H 0.29080 -1.55505 4.65943 0.128
C -2.99854 -1.98563 -3.54301 0.006
C -1.02233 3.20021 -3.57524 -0.401
N 1.74662 0.90514 1.28843 0.018
H 2.60777 -3.23580 0.49459 0.051
H 1.37922 -4.75153 2.74854 0.120
As 2.94115 -0.88510 -3.12050 0.774
N -1.33481 -0.98577 -1.56504 0.016
O 0.09276 -1.87930 1.01427 -0.429
```



Relative energy (zero: lowest compared OMol25 entry of this formula, charge and spin) for every record listed, in sequence, given in kcal/mol: 150.35 43.48 110.82 5.70.
HOMO energy for every record listed, in sequence, given in eV: -9.7 -10.2 -9.4 -14.9.